This record from the OMol25 dataset describes an isolated ion of composition H3N2O2S and charge -1 in a non-equilibrium geometry. The level of theory is wB97M-V/def2-TZVPD.

Calculated values
Max |F| ... 4.996 eV/Å
Net charge ... -1
SMILES ... N=[S@@](N)(=O)[O-]
2S+1 ... 1
LUMO ... 4.19 eV
ΔE to the lowest compared entry with this formula, charge and spin ... 26.2 kcal per mole
Gap between HOMO and LUMO ... 0.2896 Eh

Positions of all 8 atoms, in Å:
S 0.68920 -0.04706 0.29731
O 1.70713 -0.06145 -0.75441
O 0.96492 0.48748 1.61215
N -0.60479 1.17626 -0.30148
N -0.19378 -1.59214 0.40953
H -0.23574 -1.54617 -0.58265
H -1.20181 0.92836 0.42243
H -1.12513 0.65473 -1.10288